[1]
{
  "formula": "C14H16N2O3S",
  "method": "the ωB97M-V functional and the def2-TZVPD basis",
  "species": ["S", "O", "O", "O", "N", "N", "C", "C", "C", "C", "C", "C", "C", "C", "C", "C", "C", "C", "C", "C", "H", "H", "H", "H", "H", "H", "H", "H", "H", "H", "H", "H", "H", "H", "H", "H"],
  "xyz": [[-4.093934, 1.505724, -0.612086], [2.868457, 2.818568, -0.478181], [1.503550, 2.520367, 1.253843], [-1.108522, -2.229452, -0.035409], [-2.379581, -1.958211, 0.369163], [-1.590448, -0.247720, -0.824507], [-3.874081, -0.071497, 0.064858], [1.132698, 1.241590, -0.760840], [-0.687070, -1.174113, -0.742735], [-5.685110, 1.577995, 0.021087], [1.605676, -0.204291, -0.498631], [1.590657, -0.567325, 1.002941], [3.057569, -0.626404, 1.426370], [1.820427, 2.240798, 0.129251], [3.753496, -1.164901, 0.181399], [-6.024902, 0.454535, 0.712054], [3.071548, -0.398447, -0.950646], [-4.988855, -0.494397, 0.740125], [-2.639381, -0.767544, -0.114922], [0.684483, -1.158060, -1.294345], [1.136297, -1.549021, 1.145467], [3.292937, 3.460103, 0.113440], [4.831026, -1.009199, 0.196482], [0.058136, 1.301324, -0.578952], [3.549567, 0.573122, -1.072989], [3.562390, -2.235169, 0.085734], [3.135510, -0.923172, -1.903135], [0.639478, -0.833643, -2.335212], [-5.039254, -1.449968, 1.228146], [3.208926, -1.255046, 2.302091], [1.025916, 0.156329, 1.588022], [3.423195, 0.375208, 1.656251], [1.082688, -2.172217, -1.244089], [-6.281998, 2.451163, -0.153892], [-6.980572, 0.311588, 1.183345], [1.339072, 1.501372, -1.799515]],
  "forces_ev_per_angstrom": [[-0.25, -0.42, 0.31], [0.53, 0.23, -0.47], [-0.08, 0.00, 0.19], [0.74, 0.09, -0.39], [-1.14, 0.27, 0.37], [0.24, 0.07, -0.23], [-0.82, 0.49, 0.10], [-0.01, -0.04, 0.07], [-0.50, 0.15, -0.04], [0.29, 0.00, -0.12], [-0.08, 0.04, -0.16], [0.04, 0.06, 0.18], [-0.04, -0.12, -0.02], [-0.22, 0.06, 0.11], [0.05, 0.11, 0.02], [-0.17, 0.25, -0.05], [0.08, -0.12, 0.05], [0.51, 0.02, -0.23], [1.02, -0.96, 0.05], [0.16, 0.06, 0.15], [-0.03, -0.04, 0.01], [-0.26, -0.15, 0.14], [0.06, -0.09, -0.03], [0.15, 0.15, 0.01], [0.04, -0.02, -0.05], [0.03, -0.09, 0.00], [0.00, 0.04, -0.12], [-0.01, -0.09, -0.03], [-0.01, -0.19, 0.10], [0.03, 0.05, 0.09], [-0.10, -0.07, 0.03], [0.05, 0.06, 0.05], [0.06, 0.01, -0.07], [-0.15, 0.16, -0.02], [-0.17, 0.01, 0.07], [-0.06, -0.01, -0.04]],
  "fmax_ha_per_bohr": 0.0272,
  "smiles": "O=C(O)CC1(Cc2nc(-c3cccs3)no2)CCCC1",
  "gap_ev": 9.28,
  "e_lumo_ha": 0.0193,
  "de_lowest_kcal_mol": 42.4,
  "homo_ev": -8.751
}

---

[2]
{
  "formula": "C3H2Br2P2",
  "method": "the ωB97M-V functional and the def2-TZVPD basis",
  "species": ["Br", "Br", "P", "P", "C", "C", "C", "H", "H"],
  "xyz": [[-3.676219, 0.876072, 0.034566], [0.482118, -2.411797, 0.462021], [1.646670, 0.666873, -0.324617], [1.417136, 0.572865, 1.632443], [-2.046139, 0.233501, -0.396760], [0.444057, -0.683591, -0.842169], [-0.876950, -0.087186, -0.518648], [2.101384, 1.859907, 1.720194], [0.507941, -1.026643, -1.767027]],
  "forces_ev_per_angstrom": [[0.30, -0.15, -0.15], [0.19, 1.22, -1.35], [0.05, -0.15, -0.86], [0.32, 0.89, 0.81], [1.37, 0.02, 0.24], [-1.63, 1.27, 6.27], [-0.89, -0.68, -1.04], [-0.11, -0.71, 0.08], [0.40, -1.70, -4.00]],
  "fmax_ha_per_bohr": 0.1284,
  "gap_ev": 8.10,
  "e_lumo_ha": -0.0478,
  "de_lowest_kcal_mol": 61.1,
  "homo_ev": -9.400
}

---

[3]
{
  "formula": "C6H6S",
  "method": "the ωB97M-V functional and the def2-TZVPD basis",
  "species": ["S", "C", "C", "C", "C", "C", "C", "H", "H", "H", "H", "H", "H"],
  "xyz": [[-2.585877, -1.221208, 0.956790], [0.918867, -0.495938, 0.722532], [0.121267, 0.350613, -1.478552], [-0.073534, -0.906894, -0.493379], [0.002805, 1.349102, -0.532680], [-0.115384, 0.549255, 0.850100], [-1.149306, -0.513579, 0.474142], [0.470407, 0.462946, -2.574254], [1.865780, -0.003687, 0.239974], [1.051439, -1.328427, 1.473647], [-0.260381, 1.266271, 1.675062], [-0.239850, -1.915133, -0.805733], [-0.006233, 2.406679, -0.507650]],
  "forces_ev_per_angstrom": [[2.41, 1.29, -0.65], [2.29, -0.94, -2.33], [0.15, 1.13, 1.67], [0.64, -0.43, -1.23], [0.11, -3.46, -0.08], [-2.55, 3.49, 0.84], [-1.66, 0.16, 0.33], [-1.09, -0.60, 2.01], [-1.23, -1.47, 1.37], [-0.15, 1.29, -0.61], [0.21, -0.63, 0.03], [0.70, -0.62, -0.86], [0.17, 0.80, -0.47]],
  "fmax_ha_per_bohr": 0.0856,
  "gap_ev": 8.60,
  "e_lumo_ha": 0.0002,
  "de_lowest_kcal_mol": 89.4,
  "homo_ev": -8.593
}

---

[4]
{
  "formula": "C24H26BeClF3O2Sb",
  "method": "the ωB97M-V functional and the def2-TZVPD basis",
  "species": ["Sb", "Cl", "F", "F", "F", "O", "O", "C", "C", "C", "C", "C", "C", "C", "C", "C", "C", "C", "C", "C", "C", "C", "C", "C", "C", "C", "C", "C", "C", "C", "C", "Be", "H", "H", "H", "H", "H", "H", "H", "H", "H", "H", "H", "H", "H", "H", "H", "H", "H", "H", "H", "H", "H", "H", "H", "H", "H", "H"],
  "xyz": [[-0.315628, -0.903266, 0.380497], [2.527364, -2.786443, 2.097228], [-0.065405, 2.400640, -4.951618], [-3.015604, -5.997734, -2.228033], [-5.950815, 0.762963, 2.643567], [3.981092, 0.008003, 0.476994], [1.597664, 1.053136, 1.050763], [-4.742099, 0.430593, 2.134254], [-1.641438, -3.682875, 0.180616], [-1.518649, -2.712761, -1.999706], [5.166591, -0.685246, 0.350385], [-1.241155, 1.260988, -1.729418], [-1.156823, 1.994971, -2.910035], [2.467574, 2.692506, -0.534202], [-2.392372, 0.191275, 2.397312], [-2.271307, -0.256962, 1.081014], [2.802626, 2.946296, 1.938808], [-2.231486, -4.827724, -0.342805], [0.684147, -0.007827, -2.368345], [-2.448210, -4.884531, -1.703512], [-4.673581, -0.009484, 0.827172], [-0.334391, 0.242277, -1.444512], [0.519876, 3.178060, 0.961010], [-2.104604, -3.852863, -2.548006], [2.655249, -1.052622, 2.789776], [1.847659, 2.431459, 0.848420], [-1.282408, -2.601499, -0.630344], [-3.431287, -0.355225, 0.309763], [-3.629615, 0.539726, 2.937306], [-0.149581, 1.694287, -3.800218], [0.781258, 0.707860, -3.556242], [2.786949, 0.054704, 1.365228], [-2.510746, -5.666172, 0.283547], [-3.371212, -0.720474, -0.710482], [5.952268, -0.045499, -0.075133], [-0.125440, 2.931863, 0.115428], [5.545027, -1.068117, 1.312461], [3.494675, -1.147193, 3.480381], [1.729973, 2.501485, -1.321163], [-3.732154, 0.887125, 3.958067], [-5.578391, -0.083238, 0.235819], [0.676667, 4.261266, 0.977747], [-2.024082, 1.505593, -1.021299], [-2.291119, -3.944275, -3.610659], [-1.505615, 0.276930, 3.018859], [2.813397, 3.729542, -0.621865], [1.758485, -0.936235, 3.403470], [5.062893, -1.554034, -0.314928], [3.751980, 2.401679, 1.880266], [-1.855373, 2.792204, -3.134836], [3.004798, 4.014701, 1.822299], [0.011491, 2.879411, 1.884153], [1.435497, -0.763057, -2.153617], [-1.457858, -3.636474, 1.252243], [3.311496, 2.014442, -0.675570], [1.572792, 0.521853, -4.271185], [2.362925, 2.770788, 2.926245], [-1.253973, -1.896811, -2.663347]],
  "forces_ev_per_angstrom": [[-0.34, -0.20, -0.31], [-0.01, 0.19, 0.18], [0.01, 0.07, -0.11], [-0.06, -0.10, -0.04], [-0.11, 0.03, 0.05], [0.20, 0.37, -0.59], [0.30, 0.27, 0.08], [0.06, -0.02, -0.06], [0.00, 0.02, -0.06], [-0.07, -0.03, 0.05], [-0.15, -0.13, 0.31], [0.06, -0.07, -0.06], [-0.08, -0.01, 0.10], [-0.03, -0.11, 0.05], [-0.03, 0.05, -0.08], [0.10, 0.09, 0.12], [0.01, -0.19, -0.03], [0.04, 0.06, 0.12], [-0.03, 0.02, 0.05], [0.03, 0.06, 0.02], [0.04, -0.02, -0.09], [0.16, 0.14, 0.03], [-0.07, -0.01, 0.12], [0.05, 0.10, 0.01], [-0.11, -0.14, -0.31], [0.04, -0.11, 0.01], [0.07, -0.08, 0.09], [0.00, 0.00, 0.07], [0.16, -0.02, 0.01], [-0.02, -0.01, 0.05], [0.05, -0.13, 0.10], [-0.27, -0.20, 0.41], [0.01, 0.03, -0.02], [0.00, 0.01, 0.04], [0.03, 0.03, -0.01], [-0.01, -0.01, 0.04], [-0.01, -0.01, -0.02], [0.08, 0.11, -0.04], [0.06, 0.00, 0.06], [0.01, -0.01, -0.04], [0.03, 0.00, 0.03], [-0.04, -0.02, -0.04], [0.00, -0.01, -0.01], [0.00, 0.01, 0.01], [-0.05, 0.00, -0.03], [-0.07, -0.06, -0.01], [-0.04, -0.10, -0.05], [-0.01, -0.02, 0.00], [-0.07, 0.09, 0.00], [0.03, -0.03, 0.00], [0.00, -0.01, 0.02], [0.05, 0.06, -0.06], [-0.03, 0.05, -0.02], [0.00, -0.03, -0.08], [-0.02, 0.06, 0.01], [-0.02, 0.00, 0.02], [0.03, 0.02, -0.07], [0.00, -0.03, 0.01]],
  "fmax_ha_per_bohr": 0.0141,
  "gap_ev": 7.91,
  "e_lumo_ha": 0.0994,
  "total_charge": -1,
  "homo_ev": -5.209
}